No. 1
ORCA calculation (wB97M-V/def2-TZVPD) on an isolated molecule of CH5N3S at a distorted geometry.

The geometry in ORCA input format:
```
! wB97M-V def2-TZVPD RIJCOSX def2/J DEFGRID3
* xyz 0 1
H 0.57 -2.08 0.61
C -0.13 0.41 0.18
N -0.91 0.15 -0.92
N 1.24 0.00 0.04
H -1.41 1.38 1.14
H 1.80 0.41 0.77
H -1.76 0.67 -1.12
S 1.52 -1.66 -0.24
N -0.48 0.98 1.26
H -0.44 -0.26 -1.72
*
```

Structure (SMILES): [H]/N=C(\N)NS
LUMO level (eV): 0.83
Kohn-Sham gap (eV): 10.047
HOMO energy (eV): -9.217
F_max (eV/Å): 1.28
Energy above the lowest of the compared OMol25 structures with the same formula, charge and spin (kJ/mol): 6.0

No. 2
ORCA calculation (wB97M-V/def2-TZVPD) on an isolated molecule of C21H25F3N4O3.

The geometry in ORCA input format:
```
! wB97M-V def2-TZVPD RIJCOSX def2/J DEFGRID3
* xyz 0 1
C -2.02 -1.40 -2.38
F -2.75 4.40 4.39
H -1.94 0.20 2.96
C -0.54 2.26 0.75
C -0.79 2.36 3.24
H -2.94 0.55 -2.92
H -2.47 -2.14 -3.01
H -0.69 4.39 2.50
H 0.83 -3.14 -3.89
O -1.05 1.78 4.28
C 0.57 1.34 0.23
H 1.77 -4.81 -3.06
C -0.45 -0.53 1.57
C 1.91 -4.68 -1.99
H 3.01 0.96 -2.24
N -0.78 -0.40 -0.86
F -1.72 6.21 3.90
H 3.45 -1.20 -1.12
N -0.41 -2.77 -1.02
C -2.26 -0.03 -2.33
H 2.65 -5.41 -1.65
C 1.07 -1.05 -4.13
F -1.93 5.62 5.95
H -1.37 2.22 0.04
N -1.00 1.79 2.04
H 1.45 1.43 0.86
H 0.86 3.71 3.01
C -0.38 4.40 4.63
C 2.52 0.06 -2.59
H 0.34 -2.66 -0.35
C 0.15 -0.14 0.21
C 2.17 -2.31 -2.41
H 0.25 -5.96 -1.49
H 0.40 -1.02 -4.97
C 2.77 -1.14 -1.97
H -0.16 3.27 0.81
H -0.39 3.61 5.39
H 1.45 1.06 -4.16
C 1.66 0.12 -3.67
C -1.54 0.45 1.97
H 0.84 1.64 -0.79
C -1.06 -1.61 -1.41
H 1.05 -0.74 0.02
C 0.59 -4.95 -1.24
O -1.28 -4.20 -2.56
H -0.87 -1.54 1.52
H 0.41 5.12 4.86
C -0.48 -3.96 -1.69
O 2.47 -3.43 -1.67
H 0.76 -4.87 -0.17
C 1.32 -2.26 -3.51
H -2.35 0.44 1.24
C -1.70 5.14 4.72
N -1.51 0.56 -1.42
H 0.34 -0.52 2.33
C -0.20 3.77 3.25
*
```

Structure (SMILES): O=C(CCOc1ccccc1)Nc1ccnn1C1CCN(C(=O)CCC(F)(F)F)CC1
LUMO level (eV): 0.44
Kohn-Sham gap (eV): 9.093
HOMO energy (eV): -8.656
F_max (eV/Å): 0.78
Energy above the lowest of the compared OMol25 structures with the same formula, charge and spin (kJ/mol): 6.4

No. 3
ORCA calculation (wB97M-V/def2-TZVPD) on C31H55As3ClN2O11SSeTi as an isolated structure.

The geometry in ORCA input format:
```
! wB97M-V def2-TZVPD RIJCOSX def2/J DEFGRID3
* xyz -1 1
C -0.77 2.65 -1.39
H -0.16 0.63 -4.45
H -3.41 -1.74 3.09
H -0.46 -0.81 -2.31
C -3.15 0.83 2.49
H 2.06 -2.33 -4.80
C -5.19 -0.49 3.01
C -4.47 -1.83 2.85
H -5.28 2.15 3.44
C -2.48 0.05 0.37
H 3.26 1.85 4.92
H 1.63 -4.31 -3.65
H 4.86 1.43 4.19
H -5.10 -0.13 4.03
O -0.71 2.75 2.03
H -3.90 -0.42 -1.02
C -5.39 1.94 2.37
H -1.41 -2.65 -0.31
H -4.56 -2.21 1.83
H -3.79 3.29 1.75
C -0.25 -1.48 3.82
C 0.22 -1.72 2.51
H 1.07 1.20 -2.62
H 0.95 -3.23 1.19
H -1.88 -3.32 -1.89
H 3.82 1.07 -4.99
O 1.10 4.61 1.24
O -0.09 1.90 -0.40
H -1.17 -4.38 -0.65
O -2.93 1.20 3.62
H 3.21 -0.87 -6.68
H -4.90 -2.57 3.52
C 3.79 1.53 4.02
H 4.92 -0.94 4.81
H 3.58 2.24 3.23
Cl -0.41 -5.14 5.45
H -0.81 -2.33 5.71
C 2.44 -0.36 -7.25
C 0.64 -0.02 -4.82
H -1.66 4.07 -0.03
C 0.21 3.64 -2.00
H -5.39 4.03 1.81
H 4.04 1.86 -1.45
H 2.88 0.09 -8.13
S 3.13 -0.05 3.50
C -1.16 -3.37 -1.07
H 0.60 -5.10 2.78
Ti -0.03 1.04 1.17
H -6.44 1.77 2.15
H -2.67 2.66 -0.34
O -6.01 0.12 0.19
H 2.72 0.86 -3.13
H 3.44 -0.66 5.80
H -4.98 2.95 0.49
Se 0.80 3.43 2.29
H 3.89 1.72 0.33
N -3.78 -0.09 -0.08
O 3.89 -0.46 2.29
C 3.83 -1.02 4.85
As 1.54 1.06 -6.22
C -1.98 3.37 -0.80
C -0.40 -0.12 4.33
H 4.47 -0.83 -1.72
C 2.42 -1.63 -4.04
H 3.53 -2.05 4.69
H 1.69 -1.09 -7.57
H 3.69 2.34 -6.21
O -0.10 0.88 3.71
H 3.24 -1.05 -4.46
H 0.72 -5.37 -2.58
O 0.37 -0.78 1.62
H 2.81 -2.20 -3.20
H 0.57 4.31 -1.22
H -0.29 4.22 -2.78
As 2.29 0.14 -0.76
H -2.51 3.90 -1.59
H 2.68 2.64 -0.58
C 0.54 -3.05 2.17
H 0.15 -0.79 -5.43
C -0.45 -2.54 4.71
C 1.29 -0.70 -3.59
C 0.35 -4.08 3.06
C 1.83 0.41 -2.67
C -4.86 3.12 1.56
O 1.17 3.76 3.81
C -4.64 0.63 2.10
H 1.06 3.13 -2.44
C -4.89 0.21 0.66
H -0.48 -1.94 -3.67
As 0.65 -2.98 -1.70
O 1.56 1.98 1.80
C 3.16 1.82 -5.41
H -0.77 -0.03 5.37
C -0.16 -3.82 4.33
C 3.34 1.78 -0.62
H -0.14 -4.33 -3.74
C 3.83 -1.08 -0.88
H -6.25 -0.60 2.78
H -1.11 1.94 -2.15
N -2.17 0.56 1.57
O -1.57 -0.28 -0.40
C 0.72 -4.40 -3.07
H 3.49 -2.11 -0.96
H 2.90 2.55 -4.64
H 4.38 -0.96 0.06
C 0.16 -1.49 -2.91
*
```

LUMO level (eV): 2.15
Kohn-Sham gap (eV): 7.846
HOMO energy (eV): -5.698
F_max (eV/Å): 0.96
Energy above the lowest of the compared OMol25 structures with the same formula, charge and spin (kJ/mol): 52.9

No. 4
ORCA calculation (wB97M-V/def2-TZVPD) on C19H18I2N2OPdSi as an isolated structure.

The geometry in ORCA input format:
```
! wB97M-V def2-TZVPD RIJCOSX def2/J DEFGRID3
* xyz 0 1
N -0.05 2.58 -0.12
H -2.49 2.58 1.92
H 1.01 4.91 -2.44
C -1.20 5.87 -0.05
C 1.47 -1.20 2.13
C -0.34 5.06 -0.78
C 2.63 -0.50 1.62
H -4.01 1.10 -0.89
H -2.33 -1.91 0.01
H 3.18 1.66 -0.78
H -2.62 0.56 -1.83
H -3.77 1.40 2.23
I 0.07 -3.06 4.01
C 0.19 6.89 -2.24
O 0.30 -1.05 1.60
C 4.98 0.01 1.55
C 4.74 0.85 0.50
H -2.02 7.83 0.15
H 0.73 7.29 -3.09
C -1.36 7.20 -0.41
C 0.36 5.56 -1.88
Si -2.12 0.49 0.61
I 5.93 -1.96 4.12
C 3.92 -0.71 2.16
H 5.99 -0.12 1.93
C -0.66 7.70 -1.50
H -1.73 5.46 0.80
H -3.70 -1.37 0.99
C 1.70 -2.05 3.21
C 4.07 -1.60 3.25
H -0.79 8.74 -1.79
C 3.41 0.99 0.05
C -2.92 1.15 -0.96
N 2.41 0.35 0.59
H 3.08 -2.92 4.59
H -2.13 -1.71 1.75
C 2.97 -2.24 3.75
Pd 0.14 0.62 0.41
H -2.19 1.21 2.99
C -2.62 -1.30 0.86
H -2.64 2.19 -1.15
H 5.53 1.39 0.02
C -0.18 3.68 -0.41
C -2.70 1.52 2.07
*
```

LUMO level (eV): -0.43
Kohn-Sham gap (eV): 6.741
HOMO energy (eV): -7.171
F_max (eV/Å): 0.87
Energy above the lowest of the compared OMol25 structures with the same formula, charge and spin (kJ/mol): 23.7

No. 5
ORCA calculation (wB97M-V/def2-TZVPD) on an isolated ion of composition C19H33BrNO3 and charge +1.

The geometry in ORCA input format:
```
! wB97M-V def2-TZVPD RIJCOSX def2/J DEFGRID3
* xyz 1 1
H -1.27 2.66 -2.50
H 0.76 2.49 -0.75
C 4.34 -0.25 1.29
H 1.47 0.15 -1.93
H 2.60 -0.31 2.51
H -0.35 3.34 2.68
H -3.62 -2.11 0.26
H -1.49 -0.17 -0.01
H -1.86 1.15 -3.16
C -1.93 -1.18 -1.73
H 0.17 -0.65 2.42
H -1.71 4.38 1.03
H -2.70 1.46 0.52
O 0.95 -1.59 0.74
H 0.97 1.48 -2.96
H -2.74 -3.60 0.66
H -0.65 -3.45 1.51
H 0.29 -0.11 -3.22
O -0.72 -3.10 -1.17
C 4.17 -1.26 -0.89
H -0.21 -0.97 -0.65
H 1.10 -2.15 2.73
H -0.49 4.39 -0.23
C 2.86 -1.60 -0.62
H -2.92 -0.72 -1.77
H -1.53 -1.27 -2.73
C -2.63 -2.57 0.30
H 0.55 1.85 2.37
C 0.40 -1.66 2.04
C -0.50 0.94 -1.48
H -1.63 0.70 1.72
C 0.17 2.77 1.92
Br 6.72 -0.11 -0.29
H 1.02 3.36 1.59
O -1.87 -1.80 1.21
C 3.02 -0.58 1.56
C -0.88 -2.49 1.97
C -1.95 1.64 1.28
H -2.43 2.21 2.06
C 0.62 0.59 -2.45
H -2.70 -3.18 -1.76
C -1.29 3.80 0.21
C -2.03 -2.59 -1.13
H 2.28 -2.15 -1.35
C 0.10 1.73 -0.31
H -2.52 1.76 -1.64
N -1.02 -0.36 -0.91
H 4.63 -1.53 -1.83
H 4.92 0.27 2.04
C 4.91 -0.58 0.07
C 2.28 -1.26 0.60
H -2.08 3.68 -0.53
C -1.61 1.66 -2.23
H -1.26 -2.65 2.98
C -0.77 2.47 0.74
H 0.76 1.05 0.22
H -0.72 -4.05 -1.01
*
```

Structure (SMILES): CC(C)(C)CC(C)(C)[NH2+]C[C@@H](O)COCCOc1ccc(Br)cc1
LUMO level (eV): -2.18
Kohn-Sham gap (eV): 9.022
HOMO energy (eV): -11.203
F_max (eV/Å): 0.83
Energy above the lowest of the compared OMol25 structures with the same formula, charge and spin (kJ/mol): 0.0

No. 6
ORCA calculation (wB97M-V/def2-TZVPD) on a 2-piece molecular cluster, C4H8O2 overall at a distorted geometry.

The geometry in ORCA input format:
```
! wB97M-V def2-TZVPD RIJCOSX def2/J DEFGRID3
* xyz 0 1
H 1.41 1.51 1.74
H 0.29 -2.54 -2.05
C 1.01 1.42 0.74
H -0.44 0.88 -0.76
C -1.85 -0.60 1.07
C -0.17 1.05 0.27
H -2.52 -1.06 1.78
O 2.05 1.78 -0.10
C -1.20 0.54 1.23
H -1.31 1.11 2.15
H 1.80 1.84 -1.05
H -1.67 -1.15 0.15
O 0.87 -2.38 -2.81
H 1.73 -2.42 -2.36
*
```

Structure (SMILES): C=C/C=C/O.O
LUMO level (eV): 0.66
Kohn-Sham gap (eV): 9.291
HOMO energy (eV): -8.631
F_max (eV/Å): 2.64
Energy above the lowest of the compared OMol25 structures with the same formula, charge and spin (kJ/mol): 228.3

No. 7
ORCA calculation (wB97M-V/def2-TZVPD) on C48H108F2K2N7O4S2 as an isolated structure at a distorted geometry.

The geometry in ORCA input format:
```
! wB97M-V def2-TZVPD RIJCOSX def2/J DEFGRID3
* xyz 7 1
C -1.92 -12.65 1.53
C -4.01 10.93 -0.61
H 3.04 -2.06 -3.52
H -3.62 10.24 -1.35
H 1.58 -0.52 -5.42
C -6.20 -5.42 -2.35
H -2.85 -7.54 3.44
H 3.03 -2.58 3.37
H -2.03 -12.70 5.44
C 2.61 -0.20 -5.25
H -3.66 -5.70 -6.25
H -3.66 -10.11 4.28
C 0.04 0.20 6.43
H -3.46 -4.99 -3.95
C -3.98 13.39 -0.36
C 1.66 -0.40 4.48
H -4.78 -2.84 -3.10
H -1.31 -8.02 3.80
H 6.85 3.36 5.61
H -0.24 2.94 2.92
O -1.40 -0.99 -2.28
H -1.49 -13.52 1.05
N -3.45 12.23 -1.18
H -6.45 -3.08 -3.31
H -3.57 14.26 -0.87
C -0.18 1.26 4.06
H 2.15 2.96 -6.31
H 0.56 -2.18 4.95
C 1.82 2.00 -5.90
H -4.20 -6.53 -3.51
C 10.72 3.20 4.55
H 4.25 2.24 -4.76
H 5.82 4.27 2.58
H -5.74 -6.63 0.31
H 7.22 4.20 1.51
H 8.94 2.46 5.68
H 5.07 0.81 -5.28
C -1.52 12.80 -2.56
N 8.26 3.52 3.96
H 11.17 5.09 3.54
H -3.46 -13.68 4.93
C -6.63 -5.36 -4.75
H 9.36 4.15 2.23
C -2.27 -9.61 2.66
H -5.78 -5.02 0.98
H -4.50 -13.20 3.07
H 4.83 3.39 0.67
H -3.65 -11.76 0.59
N 0.83 0.70 5.12
H -7.14 -5.56 -0.01
H -4.87 -11.48 2.84
C 9.15 4.54 3.23
F -1.92 -1.56 -0.11
H -3.76 11.24 1.53
H 3.99 -3.19 -4.41
H -4.81 12.98 -2.83
H 4.48 3.34 -6.87
H 1.64 -3.62 3.06
N -5.63 -4.90 -3.65
H -3.92 -13.34 0.75
C 3.14 0.70 -7.53
C 1.95 -2.58 3.21
H -7.51 -4.72 -4.80
H 8.02 4.54 5.88
C -4.52 -5.95 -5.63
H 8.59 5.47 3.11
H -5.49 -3.22 -4.83
H 1.03 1.62 -6.54
C -3.55 10.49 0.77
O -2.69 1.52 -2.97
C 4.28 1.57 -8.07
H -3.03 -9.74 1.89
C -3.43 -12.55 1.31
H 9.27 1.66 4.05
C 4.38 1.58 -5.62
F -3.37 2.77 -1.02
H 2.22 -2.95 -4.70
H -3.80 -12.19 5.69
H 0.09 -1.61 3.41
H -0.59 -0.58 5.99
H 1.95 3.78 4.17
H -6.29 -5.96 -6.93
H 7.92 1.92 2.54
H -2.78 14.30 -3.43
C 7.43 4.10 5.08
H -3.70 8.81 2.20
H 4.55 -1.14 -5.42
H -0.97 13.73 -2.40
H -7.12 -4.84 -2.37
H 11.19 3.12 5.53
H -2.05 -10.27 4.72
H 2.40 -0.58 5.27
C -1.73 -12.76 3.02
C -5.41 -5.04 -1.12
C -5.49 -3.36 -3.75
C 3.49 -1.38 -5.45
H 2.16 0.63 -7.99
C -5.87 -5.38 -6.11
S -2.28 1.72 -1.56
N 2.97 1.02 -6.06
H -0.74 -12.40 3.32
C 9.31 2.56 4.66
H -5.06 13.50 -0.35
C 0.57 2.45 3.47
H 6.69 4.71 4.55
H -1.74 -7.49 2.13
H -3.98 11.44 -3.10
H 11.39 2.88 3.76
H -2.49 10.34 0.58
H 0.47 3.83 5.15
H -6.36 -6.49 -2.48
N -2.94 -11.98 3.67
O -1.05 2.48 -1.36
H 4.94 2.01 1.74
H -2.63 12.75 -4.34
H -5.70 -4.40 -6.57
C 10.38 4.66 4.16
C -4.33 -5.63 -4.11
C -2.71 -10.44 3.86
H 2.76 1.63 5.28
H -4.07 8.31 0.63
C 1.19 3.17 4.65
H -0.54 0.96 6.95
C -3.87 12.44 -2.69
H 2.82 0.17 -4.25
H 1.98 -2.23 2.18
C -1.86 12.23 -1.16
C -3.06 -12.67 5.06
H -4.38 -5.36 -1.21
C 3.18 -2.47 -4.52
H 10.08 5.32 4.98
C 7.34 2.74 2.98
H 2.36 -0.02 3.73
K -5.41 0.60 2.35
O 0.00 -0.14 -0.34
H 3.85 2.28 -8.77
H -1.03 1.49 4.71
H 1.27 2.06 2.73
H 5.97 2.53 -6.82
C -4.10 -12.24 2.71
C 5.54 2.74 1.18
H -7.05 -6.34 -4.50
C -2.04 -8.09 2.98
H -5.09 11.04 -0.66
C -4.17 9.17 1.29
C 4.89 2.34 -6.83
H 3.57 -0.30 -7.60
H -1.53 11.20 -1.07
H -4.67 -7.03 -5.67
H 1.65 2.15 6.58
N -2.61 0.65 -0.59
C 0.97 -1.72 4.05
H 6.77 2.22 3.75
H 6.05 2.10 0.46
H 4.95 0.91 -8.64
H 1.51 2.01 -4.86
C 1.75 1.97 5.51
H -1.53 12.76 -0.27
H -3.64 13.24 0.67
H 3.38 -1.84 -6.43
H -1.34 -10.05 2.30
C -6.06 -5.61 0.10
H -0.86 12.19 -3.16
H -5.49 -3.95 -1.07
C -2.74 13.22 -3.36
K -4.09 2.32 -7.30
H -1.69 -13.81 3.32
H 0.78 -0.26 7.09
H -5.25 9.24 1.45
H -1.41 -11.82 1.03
H -0.52 0.49 3.36
S -1.33 -0.33 -0.99
C 6.47 3.59 2.02
*
```

LUMO level (eV): -11.98
Kohn-Sham gap (eV): 8.749
HOMO energy (eV): -20.724
F_max (eV/Å): 10.10

No. 8
ORCA calculation (wB97M-V/def2-TZVPD) on an isolated ion of composition C7H17B2I2O3 and charge -1 at a distorted geometry.

The geometry in ORCA input format:
```
! wB97M-V def2-TZVPD RIJCOSX def2/J DEFGRID3
* xyz -1 1
I 1.03 -1.79 2.44
H -1.48 0.84 -2.09
H -3.45 0.28 0.93
C -1.23 1.21 -1.07
C 2.21 1.35 -0.72
B -2.54 1.51 -0.21
O -3.57 0.53 0.01
C 1.27 0.15 -1.01
H -1.53 -3.62 1.49
H -0.80 -4.34 -0.04
H -1.69 -1.21 0.72
H 0.09 -4.34 1.49
H 1.08 0.17 -2.11
H 1.97 0.94 1.49
O -2.69 2.81 0.37
H 1.87 -0.77 -0.83
H 0.85 -2.61 -0.19
H 2.11 2.65 1.04
C -0.87 -1.30 -0.02
C -0.62 -3.75 0.87
B -0.19 0.18 -0.27
H -0.76 2.20 -1.23
H 3.56 1.63 1.05
H 3.20 1.10 -1.16
H -0.07 0.67 0.84
C 2.48 1.63 0.79
O 1.78 2.57 -1.34
H 2.51 3.17 -1.35
H -2.84 2.74 1.32
C 0.09 -2.39 0.58
I -1.77 -2.20 -1.79
*
```

LUMO level (eV): 2.56
Kohn-Sham gap (eV): 7.791
HOMO energy (eV): -5.232
F_max (eV/Å): 2.37